20
Properties=species:S:1:pos:R:3 method="wB97M-V/def2-TZVPD" gap_ev="7.356 / 7.443" homo_ev="-7.74 / -7.08" charge=0 energy_ha=-1678.7839 e_above_lowest_ev=2.8187
C -1.361 -1.740 -2.467
C -0.709 -0.697 -1.648
C -2.203 -2.591 -1.779
C -1.040 -0.932 -0.370
C -0.330 1.293 0.424
C 0.904 1.685 0.001
C 2.060 1.677 3.035
C -0.502 -0.145 0.804
C 1.934 0.747 0.365
O 2.973 2.159 3.602
S -2.061 -2.211 -0.117
S 1.288 -0.706 1.074
Cl 3.531 0.639 -0.041
H -1.072 -1.727 -3.616
H -0.151 0.044 -2.194
H -2.858 -3.364 -1.966
H -1.276 1.902 0.484
H 1.119 2.673 -0.466
H 0.916 1.718 3.239
H -1.161 -0.423 1.637

=====

17
Properties=species:S:1:pos:R:3 method="wB97M-V/def2-TZVPD" gap_ev=9.725 homo_ev=-8.85 charge=0 energy_ha=-346.8483 e_above_lowest_ev=4.8193
C -0.905 -0.162 2.170
O -1.021 -0.145 0.739
C -0.362 0.991 -0.338
C 1.107 1.272 -0.585
C 0.282 0.388 -1.521
C 0.542 -1.246 -1.231
O -0.597 -1.898 -0.863
H -1.893 -0.041 2.642
H -0.265 0.663 2.469
H -0.474 -1.102 2.560
H -1.138 1.738 -0.250
H 1.447 2.299 -0.792
H 1.845 0.715 -0.009
H 0.019 0.647 -2.561
H 1.048 -1.642 -2.135
H 1.264 -1.200 -0.396
H -0.898 -1.277 0.102

=====

64
Properties=species:S:1:pos:R:3 method="wB97M-V/def2-TZVPD" gap_ev=6.574 homo_ev=-4.47 charge=-1 energy_ha=-1585.8195
C -0.142 1.760 -2.814
C -0.149 0.368 -2.206
C -1.327 -0.492 -2.753
C 1.188 -0.370 -2.366
C 1.788 -0.165 -3.765
C 2.150 0.201 -1.330
O 1.824 -0.117 0.015
C 2.573 -1.146 0.585
C 3.550 -0.461 1.611
O 3.346 -0.653 2.829
O 4.438 0.265 1.108
N 1.718 -2.108 1.302
F 2.594 -3.194 1.552
C 0.655 -2.663 0.505
C -0.602 -2.828 1.388
O -0.597 -2.618 2.571
O -1.766 -3.252 0.804
H 0.710 2.318 -2.479
H -0.101 1.773 -3.896
H -1.038 2.310 -2.552
H -0.293 0.499 -1.134
H -2.047 -0.732 -1.977
H -0.935 -1.433 -3.129
H -1.875 0.037 -3.531
H 1.045 -1.445 -2.276
H 2.247 0.814 -3.863
H 0.955 -0.181 -4.468
H 2.447 -0.975 -4.060
H 2.051 1.280 -1.404
H 3.189 -0.027 -1.550
H 3.218 -1.680 -0.120
H 0.886 -3.664 0.143
H 0.377 -2.043 -0.345
H -1.868 -2.955 -0.111
C 0.746 2.133 1.940
C 0.734 2.735 0.617
N 0.805 3.126 -0.460
H -0.243 1.780 2.222
H 1.422 1.276 1.957
H 1.077 2.834 2.694
C 2.918 2.047 5.992
C 1.620 2.054 5.342
N 0.594 2.042 4.830
H 2.934 1.343 6.822
H 3.699 1.755 5.290
H 3.165 3.034 6.381
C -2.037 1.897 7.160
C -2.827 2.976 7.732
N -3.449 3.826 8.185
H -2.658 1.029 6.942
H -1.559 2.201 6.229
H -1.253 1.578 7.844
C -4.705 -4.577 -0.847
C -3.753 -3.661 -1.449
N -3.004 -2.929 -1.916
H -4.660 -5.555 -1.323
H -4.492 -4.708 0.213
H -5.722 -4.201 -0.943
C -1.678 1.920 -7.620
C -1.965 1.727 -6.208
N -2.183 1.566 -5.094
H -0.668 2.300 -7.764
H -1.764 0.983 -8.167
H -2.370 2.633 -8.065

=====

68
Properties=species:S:1:pos:R:3 method="wB97M-V/def2-TZVPD" gap_ev=6.189 homo_ev=-7.10 charge=0 energy_ha=-3527.0328 e_above_lowest_ev=0.0000
Zn 0.008 0.633 0.034
C 0.788 6.055 1.127
C 1.626 4.988 1.415
C 1.127 3.694 1.469
C -0.226 3.448 1.247
C -1.063 4.525 0.946
C -0.560 5.814 0.891
N -0.709 2.126 1.257
C -1.726 1.781 2.038
C -2.244 2.576 3.116
C -3.237 2.102 3.915
C -3.832 0.821 3.727
C -3.389 0.033 2.713
C -2.354 0.490 1.860
N -1.875 -0.198 0.808
N -2.277 -1.349 0.476
C -1.581 -1.794 -0.675
C -2.006 -2.970 -1.284
C -1.352 -3.403 -2.418
C -0.288 -2.661 -2.919
C 0.079 -1.514 -2.244
N -0.546 -1.092 -1.146
H 1.180 7.062 1.082
H 2.678 5.163 1.604
H 1.778 2.857 1.697
H -2.109 4.337 0.741
H -1.224 6.635 0.652
H -1.808 3.546 3.309
H -3.581 2.722 4.735
H -4.622 0.489 4.386
H -3.810 -0.945 2.523
H -2.843 -3.503 -0.856
H -1.669 -4.310 -2.915
H 0.246 -2.964 -3.808
H 0.906 -0.902 -2.582
N 2.278 -0.358 1.883
C 2.634 -1.066 2.961
C 1.518 -1.753 3.391
C 0.519 -1.405 2.474
N 0.995 -0.566 1.559
H 2.872 0.170 1.220
H 3.636 -1.015 3.352
H 1.432 -2.397 4.247
H -0.514 -1.713 2.448
C 4.351 4.133 -0.812
C 4.955 2.969 -1.583
C 3.902 1.993 -2.134
C 4.624 0.842 -2.869
C 3.703 -0.246 -3.404
C 3.059 2.736 -3.154
O 3.541 3.312 -4.102
N 1.698 2.707 -2.965
C 1.050 2.017 -1.960
O -0.180 1.995 -1.929
N 1.751 1.347 -1.009
C 3.103 1.386 -0.979
O 3.748 0.880 -0.059
H 5.133 4.800 -0.447
H 3.788 3.779 0.053
H 3.678 4.726 -1.435
H 5.621 2.395 -0.939
H 5.532 3.333 -2.434
H 5.338 0.412 -2.165
H 5.189 1.295 -3.685
H 3.183 -0.756 -2.591
H 4.275 -0.997 -3.949
H 2.957 0.160 -4.093
H 1.118 3.195 -3.632